No. 1
{"formula": "C4H8O2", "method": "ωB97M-V with the def2-TZVPD basis set", "charge": 0, "gap_ev": 10.16, "homo_energy_ev": -9.260, "e_above_lowest_kj_mol": 480.2, "total_energy_ev": -8368.3050, "spin_multiplicity": 1, "elements": ["O", "C", "C", "C", "O", "C", "H", "H", "H", "H", "H", "H", "H", "H"], "positions_angstrom": [[1.177, -0.982, -1.565], [0.863, 0.115, -0.908], [-1.044, -0.045, -0.498], [-0.945, -0.181, 1.016], [0.384, -0.552, 1.344], [1.237, 0.249, 0.572], [-0.094, -0.758, -1.178], [0.868, 1.073, -1.463], [-1.663, -0.835, -0.959], [-1.422, 0.910, -0.868], [-1.596, -0.957, 1.425], [-1.198, 0.774, 1.504], [1.175, 1.307, 0.879], [2.258, -0.118, 0.700]], "forces_ev_per_a": [[0.03, -0.05, -0.04], [0.09, 0.34, 0.19], [-0.15, 0.10, 0.07], [-0.24, 0.04, -0.01], [0.04, -0.04, 0.07], [0.19, 0.12, -0.12], [-0.27, -0.14, -0.05], [-0.01, -0.17, 0.09], [0.17, 0.04, 0.01], [0.12, -0.14, 0.03], [0.08, 0.10, -0.09], [0.06, -0.12, -0.08], [-0.02, -0.13, -0.02], [-0.10, 0.06, -0.05]]}

No. 2
{"formula": "C19H55Cl2NO7PS", "method": "ωB97M-V with the def2-TZVPD basis set", "charge": -1, "gap_ev": 6.66, "homo_energy_ev": -4.621, "total_energy_ev": -81585.4085, "spin_multiplicity": 1, "elements": ["C", "C", "Cl", "C", "P", "S", "Cl", "C", "C", "N", "H", "H", "H", "H", "H", "H", "H", "H", "H", "H", "H", "H", "H", "C", "C", "O", "H", "H", "H", "H", "H", "H", "C", "C", "O", "H", "H", "H", "H", "H", "H", "C", "C", "O", "H", "H", "H", "H", "H", "H", "C", "C", "O", "H", "H", "H", "H", "H", "H", "C", "C", "O", "H", "H", "H", "H", "H", "H", "C", "C", "O", "H", "H", "H", "H", "H", "H", "C", "C", "O", "H", "H", "H", "H", "H", "H"], "positions_angstrom": [[4.448, -2.065, 2.844], [3.411, -2.570, 1.820], [4.346, -3.448, 0.522], [2.517, -1.481, 1.234], [0.645, -1.760, 1.508], [-1.526, -2.271, 1.965], [0.879, -3.780, 0.529], [0.369, -0.016, 2.258], [-0.541, 0.825, 1.443], [-0.363, 2.083, 1.296], [4.341, -2.640, 3.763], [4.300, -1.026, 3.112], [5.453, -2.244, 2.493], [2.816, -3.336, 2.301], [2.696, -1.437, 0.162], [2.855, -0.538, 1.651], [0.295, -1.277, 0.205], [0.910, -2.354, 2.795], [-2.033, -2.334, 0.730], [-0.067, -0.136, 3.250], [1.279, 0.566, 2.382], [-1.372, 0.337, 0.939], [-1.100, 2.439, 0.690], [-0.313, 5.688, -2.021], [-0.792, 4.732, -0.943], [-1.908, 3.953, -1.383], [-1.115, 6.358, -2.330], [0.523, 6.291, -1.668], [0.012, 5.136, -2.907], [-1.132, 5.279, -0.066], [0.014, 4.063, -0.630], [-1.623, 3.442, -2.145], [2.447, 8.936, -3.734], [1.013, 9.150, -4.185], [0.075, 8.762, -3.188], [2.609, 7.890, -3.472], [3.152, 9.214, -4.518], [2.666, 9.536, -2.848], [0.794, 8.538, -5.059], [0.852, 10.199, -4.458], [0.237, 9.295, -2.405], [8.547, -3.702, -2.245], [7.158, -3.751, -2.858], [6.202, -4.321, -1.979], [8.870, -4.704, -1.963], [9.273, -3.282, -2.944], [8.546, -3.088, -1.341], [7.159, -4.375, -3.752], [6.837, -2.744, -3.152], [6.173, -3.774, -1.185], [7.272, -6.173, 4.262], [7.018, -4.711, 4.585], [7.322, -3.859, 3.488], [8.313, -6.321, 3.970], [7.054, -6.809, 5.121], [6.645, -6.496, 3.428], [7.655, -4.385, 5.407], [5.975, -4.566, 4.886], [6.753, -4.115, 2.754], [-4.672, 5.411, -2.441], [-6.170, 5.306, -2.644], [-6.734, 6.499, -3.196], [-4.435, 6.249, -1.785], [-4.263, 4.505, -2.001], [-4.166, 5.587, -3.394], [-6.676, 5.148, -1.693], [-6.408, 4.458, -3.297], [-6.307, 6.655, -4.041], [-4.565, -5.139, 0.851], [-4.781, -4.626, 2.263], [-5.042, -3.232, 2.287], [-3.737, -4.606, 0.384], [-4.338, -6.207, 0.849], [-5.459, -4.976, 0.241], [-3.881, -4.774, 2.858], [-5.606, -5.170, 2.744], [-5.840, -3.063, 1.775], [-9.627, -3.494, 0.102], [-9.067, -2.125, 0.442], [-7.644, -2.123, 0.480], [-9.286, -4.233, 0.828], [-10.718, -3.483, 0.100], [-9.286, -3.817, -0.884], [-9.395, -1.812, 1.431], [-9.416, -1.380, -0.282], [-7.322, -2.379, -0.389]], "forces_ev_per_a": [[-0.40, -0.57, 0.22], [0.38, 0.57, 0.37], [-0.10, -0.22, -0.01], [0.31, -0.58, -0.39], [0.48, 1.42, 0.51], [-0.33, -0.03, 0.23], [0.05, -0.57, -0.25], [-0.16, -0.05, 0.02], [0.13, 0.51, -0.10], [-0.01, -0.21, -0.05], [0.05, -0.04, 0.14], [0.05, 0.24, -0.13], [0.25, 0.34, -0.04], [-0.18, -0.25, -0.24], [-0.15, 0.06, -0.17], [-0.19, 0.25, 0.05], [-0.06, -0.27, 0.01], [-0.10, -0.20, -0.17], [0.05, -0.04, -0.12], [-0.13, -0.14, 0.08], [0.20, -0.08, 0.05], [-0.12, -0.28, 0.09], [-0.05, 0.13, -0.04], [-0.16, -0.10, 0.02], [0.13, -0.12, -0.22], [-0.02, 0.12, 0.12], [0.01, 0.05, 0.03], [0.02, 0.00, -0.01], [0.07, 0.00, 0.02], [-0.05, -0.04, 0.04], [0.02, 0.08, 0.10], [0.04, -0.10, -0.02], [-0.04, -0.06, 0.04], [0.04, 0.08, 0.18], [0.02, -0.01, -0.18], [0.00, -0.02, -0.03], [0.00, 0.02, 0.00], [0.02, 0.04, -0.03], [-0.05, -0.01, -0.01], [0.02, -0.02, -0.08], [-0.01, 0.02, 0.09], [-0.02, -0.05, 0.02], [-0.06, 0.08, 0.16], [0.25, -0.03, -0.10], [0.01, -0.01, -0.03], [-0.01, 0.01, 0.00], [0.01, 0.04, -0.02], [-0.03, -0.01, -0.02], [0.05, -0.01, -0.08], [-0.18, -0.03, 0.02], [0.05, 0.03, -0.05], [-0.12, -0.02, -0.16], [0.14, -0.11, 0.07], [0.02, 0.00, 0.03], [-0.02, 0.00, 0.00], [-0.04, -0.01, 0.03], [0.01, 0.04, 0.01], [0.02, -0.02, 0.08], [-0.05, 0.07, -0.07], [-0.15, 0.14, -0.05], [0.09, 0.07, -0.18], [-0.05, -0.08, 0.15], [0.00, -0.02, 0.04], [0.05, -0.02, 0.02], [0.02, -0.06, 0.00], [-0.05, 0.02, 0.01], [-0.01, -0.05, 0.08], [0.05, 0.05, -0.07], [0.02, 0.07, -0.04], [-0.11, 0.07, -0.10], [-0.03, -0.03, 0.05], [0.05, -0.02, 0.04], [-0.01, 0.00, 0.00], [-0.03, -0.05, 0.02], [0.03, 0.04, 0.01], [0.06, -0.06, 0.02], [-0.10, 0.09, -0.03], [0.08, -0.02, 0.04], [0.06, -0.10, -0.15], [-0.02, -0.07, 0.14], [-0.02, 0.01, 0.03], [0.00, 0.01, -0.01], [-0.04, 0.02, -0.03], [0.03, 0.04, 0.02], [-0.06, 0.02, 0.05], [0.08, 0.02, -0.06]]}

No. 3
{"formula": "C4H8BN2OSSr", "method": "ωB97M-V with the def2-TZVPD basis set", "charge": 1, "gap_ev": 5.31, "homo_energy_ev": -11.870, "total_energy_ev": -21640.5928, "spin_multiplicity": 1, "elements": ["B", "C", "C", "S", "C", "N", "N", "C", "O", "H", "H", "H", "H", "H", "H", "H", "H", "Sr"], "positions_angstrom": [[-0.742, -1.961, 0.436], [0.687, -1.427, -0.170], [0.284, -0.520, -1.249], [1.312, 1.033, -1.340], [0.839, 1.757, 0.172], [1.496, 1.904, 1.220], [0.632, 2.530, 2.109], [-0.455, 2.677, 1.533], [-0.425, 2.207, 0.252], [-1.375, -2.441, -0.541], [-1.347, -1.053, 0.980], [-0.513, -2.841, 1.232], [1.304, -2.232, -0.557], [1.244, -0.922, 0.606], [-0.757, -0.147, -0.998], [0.294, -1.056, -2.219], [-1.357, 3.113, 1.898], [-1.120, -0.619, -3.365]], "forces_ev_per_a": [[0.55, -0.57, 0.51], [-0.54, -0.83, 0.42], [0.48, 1.33, 1.12], [0.41, -0.05, -1.26], [-1.37, -0.76, -2.10], [1.51, 0.14, 1.61], [2.38, -0.07, 1.95], [-1.84, 0.07, -1.54], [-0.98, 0.34, -0.08], [-0.34, 0.10, -0.64], [-0.07, 0.24, -0.35], [-0.34, -0.16, -0.12], [0.13, -0.15, -0.03], [0.20, 0.30, 0.09], [0.20, -0.31, -0.49], [2.09, -0.26, 1.58], [-0.33, 0.12, 0.10], [-2.15, 0.53, -0.77]]}

No. 4
{"formula": "C7H10", "method": "ωB97M-V with the def2-TZVPD basis set", "charge": 0, "gap_ev": 8.75, "homo_energy_ev": -8.050, "e_above_lowest_kj_mol": 149.3, "total_energy_ev": -7419.4876, "smiles": "C=C/C=C/C=C/C", "spin_multiplicity": 1, "elements": ["C", "C", "C", "C", "C", "C", "C", "H", "H", "H", "H", "H", "H", "H", "H", "H", "H"], "positions_angstrom": [[2.487, 2.214, 1.739], [2.074, 1.102, 1.139], [0.739, 0.903, 0.607], [0.319, -0.246, 0.060], [-1.002, -0.454, -0.485], [-1.408, -1.543, -1.141], [-2.764, -1.796, -1.691], [1.794, 3.046, 1.728], [3.479, 2.237, 2.159], [2.730, 0.264, 0.916], [0.032, 1.729, 0.602], [0.993, -1.101, 0.053], [-1.714, 0.350, -0.296], [-0.624, -2.280, -1.318], [-3.285, -2.687, -1.337], [-2.799, -1.804, -2.779], [-3.427, -1.008, -1.310]], "forces_ev_per_a": [[-0.24, -0.55, -0.42], [-0.13, -0.34, -0.49], [-0.48, -0.07, -0.50], [0.52, -0.11, 0.19], [-0.85, 0.18, 0.04], [0.96, -0.36, 0.04], [-0.97, 0.70, 0.55], [0.28, 0.22, 0.54], [0.07, 0.51, 0.02], [0.19, 0.02, 0.54], [0.11, 0.14, 0.21], [0.04, 0.04, -0.12], [-0.03, -0.03, -0.08], [-0.23, -0.17, -0.02], [0.59, -0.38, 0.00], [0.08, 0.02, -0.06], [0.09, 0.16, -0.43]]}

No. 5
{"formula": "C6H7N5", "method": "ωB97M-V with the def2-TZVPD basis set", "charge": 0, "gap_ev": 8.40, "homo_energy_ev": -8.416, "e_above_lowest_kj_mol": 604.7, "total_energy_ev": -13780.3855, "spin_multiplicity": 1, "elements": ["C", "C", "C", "C", "C", "C", "H", "H", "H", "H", "H", "H", "H", "N", "N", "N", "N", "N"], "positions_angstrom": [[-2.524, 2.335, 0.154], [-0.536, 0.779, -0.207], [0.135, -0.245, -2.179], [1.072, -1.092, -0.308], [0.578, -0.244, 1.767], [0.192, -0.267, 0.513], [-3.516, 1.798, 0.093], [-2.607, 3.002, 1.041], [-2.548, 3.093, -0.939], [-0.685, 1.769, 1.477], [0.275, -0.166, -3.350], [1.982, -2.936, 0.785], [0.085, 0.347, 2.596], [-1.542, 1.381, 0.575], [-0.587, 0.868, -1.565], [0.663, -1.362, -1.576], [1.781, -1.774, 0.678], [1.615, -1.186, 1.867]], "forces_ev_per_a": [[-2.14, 2.45, -1.57], [-2.74, -2.00, -1.78], [-0.49, 0.23, 0.11], [-4.17, -0.90, 2.39], [3.15, -2.47, 4.05], [0.45, 3.17, -6.63], [1.05, 0.47, -0.08], [-0.26, -0.05, -0.95], [1.01, -2.54, 3.27], [-4.08, -0.82, -3.08], [-0.90, -0.41, 2.59], [-0.28, 4.70, -0.91], [1.41, -1.09, -0.74], [5.89, 1.30, 2.62], [2.70, -3.02, 1.01], [1.60, 2.84, -1.64], [0.08, -3.11, -0.98], [-2.26, 1.27, 2.30]]}

No. 6
{"formula": "C5H7NO", "method": "ωB97M-V with the def2-TZVPD basis set", "charge": 0, "gap_ev": 9.62, "homo_energy_ev": -8.715, "e_above_lowest_kj_mol": 129.5, "total_energy_ev": -8834.8609, "smiles": "C1=CN=COCC1", "spin_multiplicity": 1, "elements": ["C", "C", "N", "C", "O", "C", "C", "H", "H", "H", "H", "H", "H", "H"], "positions_angstrom": [[-1.103, -0.411, -0.794], [-0.069, -1.181, -1.143], [1.095, -1.429, -0.403], [1.617, -0.697, 0.493], [1.326, 0.521, 0.982], [0.220, 1.266, 0.474], [-1.069, 0.434, 0.444], [-1.957, -0.337, -1.463], [-0.111, -1.762, -2.062], [2.502, -1.066, 1.012], [0.146, 2.129, 1.140], [0.459, 1.622, -0.534], [-1.088, -0.187, 1.350], [-1.942, 1.092, 0.496]], "forces_ev_per_a": [[0.14, -0.09, -0.05], [-0.22, 0.09, -0.08], [0.09, 0.25, 0.23], [0.01, -0.21, -0.12], [0.04, -0.10, -0.03], [-0.13, 0.15, -0.07], [0.00, 0.01, 0.02], [0.10, -0.10, 0.10], [-0.01, 0.09, 0.13], [-0.11, 0.02, -0.08], [-0.02, -0.14, -0.05], [-0.04, -0.02, 0.14], [-0.01, 0.10, -0.10], [0.16, -0.05, -0.05]]}